Entry from the Open Molecules 2025 dataset: 2 unconnected molecules or ions with the total composition C5H12O at a distorted geometry (ωB97M-V/def2-TZVPD).

## Properties
- Lowest unoccupied orbital energy: 0.830 eV
- SMILES string: C=C(C)CC.O
- HOMO level: -9.1 eV
- Orbital gap: 9.937 eV
- Molar mass: 88.1 g/mol
- ΔE to the lowest compared entry with this formula, charge and spin: 31.46 kcal per mole

Last column: natural (NBO) charge in e.
Element x y z (Å)
C (1.0602, 0.9425, -0.9312)  -0.46
C (0.3020, -0.1372, -0.7723)  0.08
C (-0.8716, -0.3286, -1.7073)  -0.66
C (0.4851, -1.0833, 0.4289)  -0.45
C (0.9991, -0.4058, 1.6767)  -0.60
H (1.0744, 1.5741, -1.8133)  0.19
H (1.8961, 1.1669, -0.3165)  0.18
H (-1.8670, 0.0011, -1.4354)  0.24
H (-0.6423, 0.0589, -2.6960)  0.21
H (-0.9298, -1.4163, -1.8521)  0.20
H (1.0151, -1.9967, 0.1686)  0.22
H (-0.5693, -1.3520, 0.5725)  0.21
H (1.2097, -1.0713, 2.5129)  0.21
H (1.9233, 0.1175, 1.4664)  0.20
H (0.3813, 0.4201, 2.0303)  0.21
O (-1.8984, 0.9263, 0.7191)  -0.98
H (-2.0247, 0.8811, 1.6596)  0.49
H (-1.5432, 1.7026, 0.2889)  0.50

Atoms 1-3, force components in eV/Å:
C 0.62 -0.15 -0.78
C -0.03 1.14 0.43
C 0.86 -1.78 -0.71

Entry from the Open Molecules 2025 dataset: a molecular structure, C23H20BCl2N9O2Re (ωB97M-V/def2-TZVPD).

## Properties
- Lowest unoccupied orbital energy (alpha / beta): -10.156 / -10.155 eV
- HOMO level (alpha / beta): -16.2 / -16.2 eV
- Charge: +3
- Orbital gap (alpha / beta): 6.073 / 6.074 eV
- Molar mass: 722.4 g/mol
- ΔE to the lowest compared entry with this formula, charge and spin: 1.61 kcal per mole

Last column: natural (NBO) charge in e.
Element x y z (Å)
Re (-0.4968, -1.2603, 1.9384)  1.46
C (-2.6600, 0.7132, 5.2028)  -0.29
C (-2.0854, -0.4263, 4.6921)  0.03
N (-1.6139, -0.1998, 3.4442)  -0.45
N (-1.9048, 1.1065, 3.1511)  -0.32
C (-2.5212, 1.6620, 4.1937)  0.09
B (-1.5032, 1.8059, 1.7936)  0.92
N (0.0503, 1.6858, 1.7013)  -0.31
C (1.0435, 2.5726, 1.7206)  0.11
C (2.2541, 1.9033, 1.9141)  -0.29
C (1.9177, 0.5811, 2.0445)  0.02
N (0.5757, 0.4397, 1.9050)  -0.35
N (-2.0697, 0.9071, 0.6462)  -0.31
C (-2.9037, 1.1667, -0.3598)  0.08
C (-3.2738, -0.0305, -0.9676)  -0.30
C (-2.6214, -1.0101, -0.2538)  0.03
N (-1.8824, -0.4348, 0.7200)  -0.34
N (-2.0474, 3.1804, 1.7358)  -0.44
C (-3.3645, 3.5647, 1.6890)  -0.06
C (-3.4227, 4.8948, 1.9808)  -0.30
C (-2.0794, 5.2642, 2.2195)  0.00
N (-1.2644, 4.2403, 2.0958)  -0.30
H (-3.1166, 0.8477, 6.1677)  0.28
H (-1.9850, -1.3940, 5.1559)  0.23
H (-2.8248, 2.6971, 4.1634)  0.27
H (0.8147, 3.6225, 1.6387)  0.30
H (3.2352, 2.3417, 1.9666)  0.28
H (2.5474, -0.2818, 2.1950)  0.24
H (-3.1968, 2.1795, -0.5831)  0.27
H (-3.9341, -0.1587, -1.8072)  0.28
H (-2.6130, -2.0792, -0.3948)  0.24
H (-4.1573, 2.8669, 1.4703)  0.23
H (-4.2973, 5.5209, 2.0130)  0.26
H (-1.6870, 6.2346, 2.4788)  0.24
O (1.8757, -5.0629, -1.5696)  -0.27
C (2.2387, -4.4362, -2.4242)  0.95
O (0.3244, -2.1460, 0.7888)  -0.39
C (2.6817, -3.6342, -3.4919)  -0.10
C (3.4281, -4.2163, -4.5385)  -0.18
C (3.8072, -3.3611, -5.5352)  -0.11
C (3.4473, -2.0009, -5.4667)  -0.03
C (3.8105, -1.0770, -6.4710)  -0.20
C (3.4364, 0.2299, -6.3570)  -0.11
C (2.6839, 0.6877, -5.2408)  -0.17
C (2.3142, -0.1674, -4.2532)  -0.19
C (2.6843, -1.5385, -4.3372)  0.22
N (2.3068, -2.3660, -3.3556)  -0.33
H (3.6770, -5.2684, -4.5450)  0.27
H (4.3813, -3.7226, -6.3786)  0.26
H (4.3832, -1.4169, -7.3235)  0.25
H (3.7152, 0.9360, -7.1278)  0.25
H (2.4072, 1.7319, -5.1886)  0.25
H (1.7412, 0.1574, -3.3964)  0.23
Cl (0.6694, -2.3614, 3.8950)  0.19
C (-0.4268, -3.7856, 3.7932)  -0.36
Cl (-1.8105, -3.2690, 2.7664)  0.19
H (-0.7850, -4.0385, 4.7860)  0.28
H (0.0962, -4.5974, 3.2997)  0.28

Atoms 1-3, force components in eV/Å:
Re 0.03 0.05 0.07
C 0.00 0.00 0.00
C 0.01 0.01 0.00

Entry from the Open Molecules 2025 dataset: a molecular structure, C12H13N2O at a distorted geometry (ωB97M-V/def2-TZVPD).

## Properties
- Lowest unoccupied orbital energy: -4.355 eV
- HOMO level: -11.5 eV
- Charge: +1
- Orbital gap: 7.140 eV
- Molar mass: 201.2 g/mol
- ΔE to the lowest compared entry with this formula, charge and spin: 87.01 kcal per mole

Last column: natural (NBO) charge in e.
Element x y z (Å)
C (1.9101, 1.3565, 1.0061)  -0.06
C (0.5510, 1.3372, 0.9773)  0.02
C (1.1980, -0.5745, 0.1624)  0.40
C (1.2612, -1.8975, -0.1401)  -0.23
C (2.5231, -2.4625, -0.2329)  -0.10
C (3.6451, -1.6858, 0.0211)  -0.23
C (-2.2839, 2.2423, 0.0800)  -0.34
C (3.5415, -0.4193, 0.4707)  0.05
C (-1.5187, 2.5380, -0.9266)  0.14
C (-2.2574, 0.8105, 0.5175)  -0.50
C (-1.1965, 0.1111, -0.2862)  0.50
C (-1.7583, -1.0604, -1.0107)  -0.70
N (2.3194, 0.2114, 0.4770)  -0.26
N (0.0672, 0.2342, 0.3517)  -0.37
O (-0.9098, 1.5312, -1.5265)  -0.55
H (2.4862, 2.1585, 1.3646)  0.26
H (0.1273, 2.2547, 1.1701)  0.26
H (0.4558, -2.4646, -0.1840)  0.24
H (2.5693, -3.4974, -0.2850)  0.24
H (4.6396, -1.9725, -0.1737)  0.25
H (-2.8251, 2.9231, 0.7252)  0.23
H (4.4482, 0.1797, 0.6175)  0.25
H (-1.4393, 3.3869, -1.5135)  0.22
H (-1.9897, 0.7299, 1.5433)  0.23
H (-3.2746, 0.3203, 0.3953)  0.24
H (-2.6550, -0.6082, -1.6220)  0.29
H (-2.1575, -1.8490, -0.3020)  0.26
H (-1.1055, -1.5462, -1.7835)  0.25

Atoms 1-3, force components in eV/Å:
C -2.43 0.91 0.61
C 1.97 1.00 -0.45
C -0.83 2.51 -0.10

Entry from the Open Molecules 2025 dataset: C4H9NO in the gas phase (ωB97M-V/def2-TZVPD).

## Properties
- Lowest unoccupied orbital energy: 0.849 eV
- SMILES string: CC(=O)N(C)C
- HOMO level: -9.2 eV
- Orbital gap: 10.025 eV
- Molar mass: 87.1 g/mol
- ΔE to the lowest compared entry with this formula, charge and spin: 13.51 kcal per mole

Last column: natural (NBO) charge in e.
Element x y z (Å)
C (-1.2755, 0.0879, 1.5617)  -0.71
C (-0.5842, 0.8104, 0.4177)  0.68
O (-0.8272, 1.9838, 0.1777)  -0.63
N (0.2762, 0.0895, -0.3644)  -0.44
C (0.6878, -1.2744, -0.1100)  -0.40
C (0.8195, 0.7390, -1.5436)  -0.41
H (-1.8774, 0.8313, 2.0842)  0.25
H (-0.5837, -0.3738, 2.2730)  0.22
H (-1.9325, -0.6978, 1.1737)  0.23
H (1.7669, -1.3695, -0.2754)  0.20
H (0.4884, -1.5564, 0.9242)  0.21
H (0.1763, -1.9890, -0.7695)  0.19
H (1.0130, -0.0152, -2.3129)  0.19
H (1.7546, 1.2674, -1.3217)  0.20
H (0.0978, 1.4668, -1.9148)  0.24

Atoms 1-3, force components in eV/Å:
C -0.04 0.06 0.06
C 0.03 -0.10 -0.06
O 0.03 -0.20 0.06

Entry from the Open Molecules 2025 dataset: C5H6O2 in the gas phase (ωB97M-V/def2-TZVPD).

## Properties
- Lowest unoccupied orbital energy: 0.824 eV
- SMILES string: C#CO/C=C\CO
- HOMO level: -9.5 eV
- Orbital gap: 10.300 eV
- Molar mass: 98.1 g/mol
- ΔE to the lowest compared entry with this formula, charge and spin: 86.08 kcal per mole

Last column: natural (NBO) charge in e.
Element x y z (Å)
C (-1.7849, -0.0244, -1.7598)  -0.37
C (-1.5111, -0.5767, -0.7270)  0.30
O (-1.2937, -1.2050, 0.3986)  -0.48
C (0.0114, -1.3462, 0.8672)  0.13
C (1.0325, -0.5116, 0.7129)  -0.28
C (1.0556, 0.8563, 0.0628)  -0.11
O (0.3061, 1.8182, 0.7822)  -0.71
H (-2.0153, 0.4356, -2.6938)  0.25
H (0.0712, -2.2587, 1.4487)  0.20
H (1.9470, -0.8465, 1.1952)  0.22
H (0.7264, 0.8022, -0.9811)  0.19
H (2.0848, 1.2229, 0.0636)  0.19
H (-0.6300, 1.6340, 0.6305)  0.47

Atoms 1-3, force components in eV/Å:
C 0.11 -0.23 0.45
C -0.07 0.23 -0.39
O -0.10 0.14 -0.20

Entry from the Open Molecules 2025 dataset: a molecular structure, C37H29N5O4PPdS (ωB97M-V/def2-TZVPD).

## Properties
- Lowest unoccupied orbital energy (alpha / beta): -8.957 / -11.974 eV
- HOMO level (alpha / beta): -15.9 / -16.6 eV
- Charge: +3
- Orbital gap (alpha / beta): 6.983 / 4.613 eV
- Multiplicity: 5
- Molar mass: 777.1 g/mol
- ΔE to the lowest compared entry with this formula, charge and spin: 33.30 kcal per mole

Last column: Mulliken charge in e.
Element x y z (Å)
Pd (-1.1117, 0.8301, -0.3698)  1.17
N (3.3949, 2.1420, -0.3514)  0.02
C (3.8682, 0.8710, -0.0832)  0.50
C (5.1244, 0.3820, 0.1274)  -1.12
C (5.2005, -0.9939, 0.3959)  -0.63
C (4.0512, -1.8410, 0.4383)  -1.11
C (2.8033, -1.3511, 0.2239)  0.57
C (2.6866, 0.0477, -0.0390)  -0.26
N (1.5976, 0.7979, -0.2547)  0.67
C (2.0538, 2.0558, -0.4391)  0.00
C (1.1600, 3.1546, -0.6744)  -0.58
C (1.4846, 4.4806, -0.7897)  -0.53
S (0.0849, 5.4091, -0.9941)  -0.02
C (-0.8622, 3.9891, -0.9169)  -0.55
N (-0.1917, 2.8861, -0.7546)  0.97
H (3.9539, 2.9744, -0.4656)  0.28
H (6.0129, 0.9980, 0.1022)  0.53
H (6.1710, -1.4374, 0.5809)  0.47
H (4.1996, -2.8900, 0.6551)  0.61
H (1.9264, -1.9818, 0.2506)  0.43
H (2.4565, 4.9490, -0.7542)  0.41
H (-1.9369, 4.0285, -1.0070)  0.42
O (-4.7743, -1.0154, -0.9881)  -0.58
C (-3.6145, -1.2788, -0.8293)  0.12
O (-2.8372, -0.7261, 0.0819)  -0.40
C (-2.8535, -2.3140, -1.6560)  -0.59
P (-1.1636, -1.7531, -1.4165)  1.81
C (-0.0072, -3.0773, -1.1150)  0.25
C (0.7928, -3.6150, -2.1288)  -0.16
C (1.6077, -4.7006, -1.8473)  -0.91
C (1.6234, -5.2505, -0.5705)  -0.63
C (0.8155, -4.7281, 0.4340)  -0.71
C (-0.0031, -3.6429, 0.1657)  -0.64
C (-0.6840, -0.6209, -2.7211)  -0.43
C (0.6573, -0.4007, -3.0735)  -0.62
C (0.9699, 0.5320, -4.0453)  -0.97
C (-0.0368, 1.2719, -4.6615)  -0.67
C (-1.3657, 1.0707, -4.3119)  -0.93
C (-1.6946, 0.1313, -3.3470)  -0.54
H (-3.1831, -2.4450, -2.6851)  0.46
H (-2.9430, -3.2768, -1.1442)  0.47
H (0.7627, -3.2128, -3.1333)  0.60
H (2.2147, -5.1331, -2.6315)  0.49
H (2.2520, -6.1065, -0.3624)  0.49
H (0.8117, -5.1772, 1.4183)  0.51
H (-0.6493, -3.2493, 0.9435)  0.53
H (1.4417, -0.9845, -2.6093)  0.57
H (1.9997, 0.6671, -4.3502)  0.54
H (0.2162, 1.9840, -5.4359)  0.47
H (-2.1500, 1.6161, -4.8207)  0.55
H (-2.7375, -0.0683, -3.1258)  0.66
O (2.6190, -0.6610, 6.5868)  -0.46
C (2.3377, -1.1796, 5.3948)  0.46
O (2.9081, -2.1529, 4.9918)  -0.52
C (1.3017, -0.4988, 4.5209)  0.61
C (0.5533, 0.6170, 4.8687)  -1.04
C (-0.3477, 1.1781, 3.9698)  -0.91
C (-0.5057, 0.6024, 2.7177)  -0.48
C (0.2296, -0.5267, 2.3692)  0.71
C (1.1199, -1.0737, 3.2645)  -0.65
N (-1.3971, 1.1100, 1.7359)  0.78
C (-2.5232, 1.6339, 2.0225)  -0.07
C (-3.4426, 2.0501, 0.9598)  -0.13
C (-4.6973, 2.5393, 1.2632)  -0.84
C (-5.5736, 2.8468, 0.2260)  -0.75
C (-5.1537, 2.6590, -1.0754)  -0.83
C (-3.8718, 2.1699, -1.3038)  -0.56
N (-3.0354, 1.8759, -0.3178)  1.17
H (2.1054, 0.1254, 6.8039)  0.29
H (0.6504, 1.0897, 5.8384)  0.25
H (-0.8904, 2.0721, 4.2497)  0.58
H (0.0601, -0.9863, 1.4025)  0.09
H (1.6903, -1.9637, 3.0327)  0.70
H (-2.8566, 1.7220, 3.0544)  0.66
H (-4.9941, 2.6604, 2.2966)  0.54
H (-6.5676, 3.2162, 0.4388)  0.47
H (-5.8021, 2.8705, -1.9139)  0.52
H (-3.5121, 2.0072, -2.3117)  0.47

Atoms 1-3, force components in eV/Å:
Pd -0.23 0.34 -0.20
N -0.07 -0.09 0.00
C 0.04 0.06 -0.02